{"formula": "C4H6N2", "method": "wB97M-V/def2-TZVPD", "symbols": ["C", "C", "C", "N", "N", "C", "H", "H", "H", "H", "H", "H"], "positions_angstrom": [[-3.49644, -0.35429, -0.00243], [-2.37286, 0.03840, -0.13767], [-1.08411, 0.61334, -0.20991], [-0.02386, -0.15645, -0.21754], [1.19241, 0.48077, -0.13292], [2.31150, -0.45979, -0.05752], [-4.38686, -0.88105, 0.14416], [-0.95572, 1.71680, -0.04816], [1.18889, 1.07638, 0.68137], [2.37575, -1.12720, -0.95123], [3.19581, 0.12650, 0.12250], [2.05550, -1.07342, 0.80934]], "forces_ev_per_angstrom": [[0.6, -0.2, -0.1], [-0.2, 0.2, -0.1], [2.6, -0.1, 0.9], [-1.6, 0.9, -0.6], [-0.3, 0.2, -0.6], [-1.3, -0.7, 0.2], [-0.8, -0.2, 0.1], [-0.3, -0.9, -0.4], [0.2, 0.4, 0.0], [0.0, 0.9, 0.6], [0.5, -0.1, -0.1], [0.8, -0.5, 0.0]], "mulliken_charge": [0.250, -0.401, -0.465, -0.343, -0.315, -0.685, 0.443, 0.370, 0.294, 0.223, 0.303, 0.326], "homo_energy_ha": -0.312}